Record 1
The following is a DFT calculation (ωB97M-V/def2-TZVPD) of C19H58F3InO17Y as an isolated structure.

Total charge ... +1

Geometry (Å):
In  -26.6858  36.8967  21.1862
Y  -29.2603  35.6629  17.5381
O  -31.1822  34.6971  18.6322
C  -30.8872  33.9852  19.7985
C  -29.4612  34.1616  20.4455
O  -28.3958  34.8013  19.6756
H  -31.1498  32.9462  19.5994
H  -31.6373  34.2213  20.5533
H  -29.0646  33.2501  20.8927
H  -29.5578  34.6781  21.4005
O  -28.4536  37.5819  18.7313
C  -28.9838  38.8261  18.1918
C  -30.3080  38.6475  17.2779
O  -30.4243  37.5234  16.4380
H  -28.2118  39.3875  17.6655
H  -29.2656  39.6131  18.8913
H  -30.5486  39.5239  16.6761
H  -31.1240  38.6295  18.0003
C  -26.4609  36.0513  15.0957
O  -26.9357  34.8785  14.4365
O  -27.0297  36.0674  16.4095
C  -24.8901  36.1404  14.9840
F  -24.3134  35.1706  15.6460
F  -24.3911  36.0524  13.7720
F  -24.3994  37.3333  15.4400
C  -27.1268  35.0076  13.0141
C  -27.8198  33.7426  12.4296
H  -27.4034  32.8087  12.8071
H  -28.8378  33.7426  12.8191
H  -27.8979  33.8737  11.3503
H  -26.1755  35.0898  12.4884
H  -27.6811  35.8711  12.6463
H  -26.7197  37.0081  14.6422
C  -28.7760  32.0471  17.3870
O  -28.3889  33.3887  17.1100
H  -27.8813  31.4604  17.5957
H  -29.4766  31.9906  18.2200
H  -29.3118  31.7720  16.4785
H  -27.7653  33.2652  16.3907
C  -25.2788  31.5051  15.0606
O  -26.4526  32.3094  15.3586
H  -24.3666  32.0016  15.3913
H  -25.3146  30.4598  15.3677
H  -25.0751  31.5306  13.9901
H  -26.1506  33.2151  15.2579
C  -24.8568  34.7715  18.8693
O  -25.2376  36.1602  18.5727
H  -24.0247  34.3000  18.3464
H  -24.6332  34.6302  19.9267
H  -25.5683  33.9757  18.6490
H  -25.6367  36.1296  17.7001
C  -34.5288  35.9273  18.0836
O  -34.2525  34.8208  18.8313
H  -34.3404  36.7246  18.8025
H  -33.7685  35.9346  17.3026
H  -35.5835  35.9440  17.8087
H  -33.3368  34.5729  18.6842
C  -29.8902  38.4703  12.9267
O  -30.3752  37.2143  13.3424
H  -28.8213  38.6340  13.0637
H  -30.0401  38.7438  11.8822
H  -30.3668  39.2518  13.5183
H  -30.3919  37.4123  14.2816
C  -31.1423  33.8257  14.9579
O  -30.2361  34.8733  15.3716
H  -32.0219  34.1355  14.3935
H  -30.6607  33.3400  14.1093
H  -31.3087  32.9754  15.6194
H  -30.1952  35.5478  14.6897
C  -29.6287  38.3722  22.9164
O  -29.5904  37.3980  21.8491
H  -29.3946  39.3734  22.5544
H  -30.7071  38.2598  23.0285
H  -29.1481  37.9286  23.7883
H  -30.4576  37.4313  21.4387
C  -32.9621  38.5179  20.5135
O  -31.9716  37.4826  20.7341
H  -34.0228  38.3097  20.6540
H  -32.6378  39.4404  20.9950
H  -32.8189  38.7798  19.4652
H  -31.9883  36.8187  20.0408
C  -33.3424  39.4401  14.8454
O  -33.4411  38.3350  15.8302
H  -34.1509  39.3303  14.1227
H  -33.4788  40.4177  15.3076
H  -32.4220  39.5004  14.2646
H  -32.5393  38.1906  16.1262
C  -25.7518  32.8498  22.2824
O  -26.2550  33.8395  21.4335
H  -24.7781  33.1516  22.6682
H  -26.3666  32.7817  23.1799
H  -25.7352  31.8409  21.8702
H  -26.8700  33.4977  20.7805
C  -25.1457  39.5053  18.9055
O  -25.2363  39.3765  20.3531
H  -24.1477  39.3469  18.4970
H  -25.8100  38.7141  18.5579
H  -25.5109  40.4850  18.5973
H  -24.7473  40.1101  20.7331

Force components x, y, z for each atom (eV/Å):
-0.33 -0.12 -0.80
1.15 -0.13 -0.94
1.86 0.21 0.37
0.60 1.16 -0.56
0.99 0.87 -1.98
-3.20 -0.61 0.79
0.41 -0.72 0.01
-0.21 0.28 0.55
0.14 -0.79 -0.34
-0.25 0.94 0.28
-1.45 2.31 -1.33
-0.27 -2.04 0.72
0.09 -0.96 -1.49
1.29 0.15 2.05
0.39 -0.63 -1.09
-0.14 -0.52 1.06
0.60 0.52 0.07
-0.09 -0.22 0.74
-1.10 0.64 1.87
0.06 1.16 -0.67
0.79 -0.48 -1.35
-0.35 0.77 1.00
0.63 -1.27 1.51
-0.46 -0.08 -1.75
-0.77 -0.45 0.41
0.45 -1.50 -1.36
-0.51 1.16 1.40
0.44 0.09 -0.51
-0.25 -0.02 -0.10
0.30 -0.43 0.04
0.35 0.02 0.35
-0.37 0.35 0.90
-0.69 -0.12 -0.85
-0.59 0.09 -0.32
-0.27 0.76 0.89
-0.24 -0.22 -0.18
0.16 0.26 0.07
0.13 -0.98 0.19
0.55 0.42 -0.49
0.41 0.93 -0.89
0.79 -1.16 0.28
-0.07 -0.16 0.90
-0.46 0.36 0.36
-0.56 -0.33 -0.38
-0.12 0.45 -0.35
0.15 -0.28 0.23
0.90 -2.18 1.28
0.72 1.19 -0.48
-0.06 0.61 -0.06
-1.21 0.62 -0.07
-0.81 0.19 -0.75
0.68 1.25 0.37
0.08 -3.07 1.47
-0.23 1.12 -0.63
-0.71 0.77 -0.74
0.27 0.02 -0.51
0.11 -0.06 -0.01
0.51 1.54 -0.52
0.32 0.06 0.00
0.32 -0.50 0.27
-0.52 -0.69 -0.09
-0.15 0.18 -0.05
-0.46 -0.56 0.78
0.88 -0.76 -2.42
-0.67 -0.43 1.35
-0.49 0.73 1.12
0.58 -0.32 -0.03
-0.03 0.93 0.81
-0.08 0.08 -0.50
-2.15 -1.66 -1.05
2.44 -0.33 -0.19
0.52 -0.07 0.48
-0.18 1.29 1.48
0.35 0.71 -0.08
-0.36 0.00 -0.48
1.23 0.51 -1.72
-0.79 0.25 0.79
0.32 -0.54 0.52
-0.11 -0.41 0.68
-0.56 0.12 -0.29
-0.44 -0.09 -0.25
-0.72 -0.54 0.54
0.39 1.57 -1.37
-0.01 -0.24 0.16
-0.02 -0.07 0.36
0.23 -0.54 0.25
0.17 -0.32 0.06
-0.19 -0.51 1.36
-0.15 0.74 -0.41
0.18 -0.09 -0.47
-0.26 -0.06 0.15
0.29 0.15 -0.36
0.05 -0.05 -0.06
-0.60 -0.36 0.62
0.26 0.08 -0.69
0.05 -0.10 0.29
0.14 0.14 -0.40
-0.07 0.00 -0.06
0.07 0.00 0.24

=====

Record 2
The following is a DFT calculation (ωB97M-V/def2-TZVPD) of a 11-piece molecular cluster, C19H60N8O11 overall.

SMILES ... NC(N)=O.NC(N)=O.NC(N)=O.NC(N)=O.CC(C)O.CC(C)O.CC(C)O.CC(C)O.CO.CO.CO
ΔE to the lowest compared entry with this formula, charge and spin ... 249.2 kcal per mole

Geometry (Å):
N  0.8203  1.6537  -3.8946
C  0.3283  2.8007  -3.4426
N  0.8173  3.1077  -2.2936
O  -0.8027  3.3867  -3.9496
H  0.3483  1.4717  -4.7706
H  0.9603  0.7987  -3.3066
H  0.5323  4.0487  -1.9646
H  1.7343  2.6697  -1.9556
N  1.7083  1.2107  1.4264
C  1.3853  0.2397  2.2084
N  0.7073  -0.7263  1.7804
O  1.9703  0.1557  3.4654
H  2.6113  1.6437  1.6344
H  1.3153  1.1557  0.4474
H  0.5453  -1.5123  2.3944
H  0.2483  -0.7563  0.8284
N  0.0653  1.1117  -0.8116
C  0.1193  -0.1613  -1.2266
N  -0.5697  -0.9433  -0.4636
O  0.8643  -0.5263  -2.3596
H  0.3703  1.8687  -1.4876
H  -0.7067  1.3587  -0.1476
H  -0.6097  -1.9363  -0.7286
H  -1.3607  -0.5583  0.1204
N  3.4323  2.2677  -4.0976
C  3.9933  2.2107  -2.9486
N  5.2473  2.4677  -2.9206
O  3.3203  1.8897  -1.7566
H  2.4003  1.9827  -4.0786
H  3.9453  2.2137  -4.9636
H  5.6953  2.3057  -2.0336
H  5.7053  2.8837  -3.7116
C  -0.0477  5.6267  1.6464
C  0.6633  4.3127  1.2964
C  1.8813  4.6447  0.4804
O  1.0393  3.6357  2.2234
H  -0.5087  6.0377  0.7754
H  0.4933  6.3917  2.1744
H  -0.8797  5.3187  2.2834
H  0.0333  3.7277  0.6824
H  2.4903  3.7297  0.2254
H  2.5703  5.3277  1.0764
H  1.5423  5.1187  -0.4756
H  1.3013  2.7897  1.8124
C  -2.3987  -6.1053  1.5394
C  -1.3007  -5.6653  2.4794
C  -0.1957  -4.9523  1.7654
O  -1.7007  -4.8713  3.3554
H  -2.0187  -6.6643  0.7084
H  -2.8677  -5.1893  1.1744
H  -3.1347  -6.7193  1.9734
H  -0.8377  -6.5643  2.9564
H  0.1793  -5.4213  0.8754
H  0.6233  -4.9143  2.4614
H  -0.4597  -3.9533  1.4494
H  -2.1767  -4.1803  2.9024
C  -2.7397  -2.4373  1.7064
C  -3.4077  -1.1333  1.3744
C  -4.1207  -0.6103  2.5914
O  -2.6237  -0.3063  0.9234
H  -1.8467  -2.3293  2.3144
H  -2.5057  -3.0083  0.8004
H  -3.4167  -3.0343  2.2704
H  -4.2277  -1.2183  0.6374
H  -4.8227  -1.4433  2.8604
H  -4.6927  0.3097  2.3944
H  -3.5317  -0.3603  3.4784
H  -3.0617  0.5457  0.7354
C  2.8323  -2.4363  -0.2426
C  3.6373  -1.2003  -0.0726
C  4.5833  -1.3953  1.1154
O  4.2433  -0.7313  -1.0546
H  2.3793  -2.3633  -1.2596
H  1.9793  -2.5703  0.4904
H  3.4663  -3.3583  -0.3166
H  2.8573  -0.4823  0.2504
H  5.2833  -0.5243  1.2504
H  5.1953  -2.2743  0.9204
H  3.9693  -1.3763  2.0204
H  3.6113  -0.3563  -1.6786
C  -2.1037  2.5287  2.3564
O  -2.2587  2.5237  0.8904
H  -2.6727  1.7037  2.7034
H  -2.5957  3.4297  2.7094
H  -1.0807  2.4837  2.7664
H  -2.4457  3.4167  0.5204
C  -3.2207  0.4247  -2.2096
O  -3.7397  1.5177  -1.4706
H  -3.1977  -0.4803  -1.5856
H  -2.1767  0.5437  -2.4996
H  -3.7757  0.2207  -3.1486
H  -4.6187  1.2947  -1.0356
C  -1.6017  -2.7173  -3.0106
O  -1.8817  -3.2073  -1.7206
H  -2.1667  -3.1573  -3.8836
H  -0.5027  -2.9663  -3.1726
H  -1.5707  -1.6123  -2.9716
H  -2.8597  -3.0933  -1.5776

Force components x, y, z for each atom (eV/Å):
-0.18 -1.36 -3.08
-7.71 1.74 -2.91
2.12 3.59 3.25
5.80 -2.24 1.83
0.01 -0.52 -0.04
-0.10 0.01 0.48
0.42 -1.13 0.00
-0.19 0.88 -0.64
0.65 3.21 -3.33
5.58 -0.58 9.91
-3.78 -3.70 -2.02
-2.63 0.64 -5.23
-0.40 -0.47 -0.29
1.24 0.38 1.18
0.14 0.34 0.13
1.13 -0.22 1.83
-0.69 0.99 -0.32
3.55 0.53 -5.93
-1.47 -3.35 -0.47
-3.28 1.24 5.32
-0.86 -0.88 1.36
0.82 0.05 -0.89
-0.23 0.56 0.14
0.55 -0.62 -0.72
-3.44 -0.48 -2.22
-3.45 -1.73 6.09
3.37 0.41 1.31
2.09 1.50 -5.02
1.20 0.37 -0.64
0.05 0.10 0.23
0.38 0.25 -0.16
0.27 -0.11 0.22
-1.22 -1.42 0.62
-1.40 7.51 -7.78
1.52 1.00 -1.74
2.77 -6.34 10.14
-0.11 0.46 -0.76
0.67 0.05 0.13
-0.16 0.25 0.28
-1.70 -0.37 -1.59
-0.64 0.75 0.12
-0.89 -0.68 -0.86
0.79 0.01 0.56
0.01 -0.38 1.30
0.45 0.59 -0.67
3.16 -5.73 -5.35
1.34 -0.42 -1.04
-3.59 4.88 7.11
0.34 -0.16 -0.65
-0.20 -0.11 -0.29
-1.00 -0.62 0.95
-0.39 0.36 -0.20
0.18 -0.55 -0.52
0.50 0.43 0.24
-0.30 0.40 0.12
-0.25 0.50 0.38
0.14 -0.48 -1.04
-6.85 -5.48 3.79
-1.77 -0.67 1.36
6.98 8.16 -3.85
0.20 0.47 -0.04
0.24 0.15 0.15
-0.76 -0.49 0.40
-0.35 -1.23 0.00
0.21 1.07 0.17
-0.06 -0.32 -0.26
0.45 -0.39 -0.23
0.62 0.20 -0.14
-1.17 -2.30 -1.61
-3.94 -1.22 8.12
0.35 1.53 0.10
4.29 2.36 -7.41
-0.10 -0.09 0.59
1.28 0.11 -0.63
-0.48 0.55 0.41
0.22 0.13 0.29
-0.62 -0.65 -0.40
-0.07 -0.23 0.49
0.31 -0.74 0.10
0.14 0.26 -0.19
-0.22 1.25 -0.92
0.47 0.11 0.44
-0.35 -0.81 0.41
0.10 0.12 0.35
-0.21 0.06 -0.76
0.30 -0.97 0.67
-0.50 -1.02 -0.21
-1.11 -0.12 0.79
-0.28 -0.06 -0.19
-0.07 0.84 0.14
0.10 0.15 0.53
1.69 0.18 -1.18
2.47 0.24 -1.15
-2.28 -0.41 0.39
0.19 0.51 1.21
-1.34 0.15 0.00
-0.51 -0.42 -0.54
1.43 -0.25 -0.05

=====

Number 1: frontier orbital gap 0.12568 Eh. Number 2: frontier orbital gap 0.30648 Eh.